Entry 1:
DFT (ωB97M-V/def2-TZVPD) results for a cluster of 3 separate species, C28H57BClN3O6P in total.

Atoms and positions in Å:
Cl (1.36, 3.89, 3.42)
P (-0.04, 4.73, 0.39)
O (0.14, 0.14, 1.29)
O (1.50, 4.24, -1.85)
O (-4.05, 7.17, 1.91)
O (2.85, 5.00, -0.01)
O (-0.43, -6.27, -5.14)
O (-1.04, 2.93, 3.48)
N (0.80, -0.67, 2.03)
N (0.07, -6.33, -3.96)
N (-2.48, 6.56, 0.33)
C (-3.66, 4.83, 1.72)
C (0.45, -4.98, -3.44)
C (-3.08, 7.40, -0.74)
C (1.75, -1.53, 1.25)
C (0.22, -3.50, 1.80)
C (-0.17, 3.13, 1.28)
C (1.58, -5.07, -2.40)
C (-2.28, 7.33, -2.03)
C (3.18, 6.39, 0.27)
C (-0.15, 3.26, 2.78)
C (-0.69, -7.27, -3.07)
C (-1.90, -6.53, -2.48)
C (-0.74, -2.56, 2.54)
C (1.00, -2.76, 0.72)
C (3.55, 6.59, 1.74)
C (2.30, -0.71, 0.09)
C (-0.05, -1.31, 3.10)
C (-1.16, -8.45, -3.90)
C (-0.29, 6.16, 1.48)
C (-1.29, 7.19, 0.91)
C (0.19, -7.83, -1.94)
C (0.98, -4.15, -4.59)
C (-1.09, -0.29, 3.56)
C (-0.78, -4.30, -2.83)
C (2.95, -1.97, 2.10)
C (-3.47, 6.28, 1.37)
C (0.80, -1.66, 4.34)
C (-1.54, -5.19, -1.84)
B (1.67, 4.70, -0.59)
H (-1.86, -8.15, -4.68)
H (0.30, -2.44, -0.06)
H (1.90, -4.06, -2.15)
H (1.53, -0.43, -0.62)
H (-1.66, -9.17, -3.25)
H (-0.31, -8.95, -4.38)
H (-1.81, -0.05, 2.78)
H (1.51, -2.46, 4.17)
H (-2.39, -7.19, -1.75)
H (-0.59, 0.63, 3.87)
H (1.72, -3.43, 0.25)
H (-1.11, 2.65, 0.99)
H (3.76, -2.28, 1.44)
H (1.17, -8.10, -2.32)
H (3.08, 5.81, 2.34)
H (0.13, -1.98, 5.13)
H (0.90, -3.98, 2.51)
H (-0.81, 7.80, 0.15)
H (4.02, 6.63, -0.38)
H (1.28, -5.54, -1.47)
H (-3.20, 8.43, -0.40)
H (-1.07, 4.74, -0.55)
H (-4.71, 4.64, 1.93)
H (3.33, -1.14, 2.71)
H (-2.90, 7.65, -2.87)
H (-0.95, -5.34, -0.93)
H (0.21, -3.94, -5.33)
H (-2.46, -4.68, -1.53)
H (2.32, 3.89, -2.23)
H (1.34, -0.78, 4.69)
H (-0.36, -4.30, 1.34)
H (2.35, 7.04, -0.03)
H (0.68, 6.65, 1.63)
H (-0.61, 5.82, 2.47)
H (2.43, -5.61, -2.80)
H (-4.09, 7.02, -0.92)
H (1.34, -3.20, -4.20)
H (2.75, -2.81, 2.75)
H (-3.32, 4.18, 0.91)
H (-1.96, 6.30, -2.22)
H (-1.39, 7.97, -2.01)
H (2.80, 0.19, 0.46)
H (0.67, 2.50, 0.97)
H (-1.24, -3.07, 3.36)
H (1.81, -4.65, -5.09)
H (-2.63, -6.36, -3.28)
H (-1.52, -2.23, 1.84)
H (3.19, 7.55, 2.11)
H (-0.46, -3.38, -2.34)
H (-3.08, 4.61, 2.63)
H (4.62, 6.51, 1.89)
H (-1.57, 7.85, 1.73)
H (0.32, -7.15, -1.10)
H (-1.63, -0.68, 4.41)
H (-0.28, -8.73, -1.55)
H (-1.46, -4.02, -3.64)
H (3.04, -1.31, -0.44)

Its calculated total energy is -2542.92792 hartree. Its expectation value of S² is 2.0083. As for the LUMO energy (spin up / spin down): -3.2 / -3.2 eV. As for the total charge: +1. The spin multiplicity is 3. The calculation puts the HOMO energy (spin up / spin down) at -0.34784 / -0.38967 Ha.


Entry 2:
DFT (ωB97M-V/def2-TZVPD) results for a cluster of 9 separate species, C48H75F24NO19PS2 in total at a distorted geometry.

Atoms and positions in Å:
S (-4.89, -2.71, 3.19)
S (-7.15, -0.79, 3.76)
P (2.58, 1.00, 2.08)
F (-3.52, 4.35, -5.50)
F (-2.13, -0.74, 12.39)
F (3.45, 4.19, 0.47)
F (5.45, -3.03, -5.31)
F (-1.36, 5.99, 10.02)
F (-0.06, -5.19, -14.26)
F (1.82, -5.83, -13.45)
F (-4.02, 0.02, 11.73)
F (5.82, -4.22, -3.57)
F (-2.00, 7.16, 8.34)
F (-2.81, -5.65, 0.72)
F (-3.12, 5.43, 8.93)
F (-4.40, 3.97, -7.42)
F (-1.19, -5.07, 2.01)
F (3.55, 6.07, 1.47)
F (0.05, -5.93, -12.25)
F (0.70, 0.87, -10.22)
F (1.98, 2.18, -9.08)
F (3.82, -3.63, -4.05)
F (2.80, 0.94, -10.62)
F (-3.76, -0.57, 13.78)
F (3.20, 4.27, 2.60)
F (-1.76, -3.81, 0.37)
F (-4.30, 5.97, -6.66)
O (2.00, -3.39, -12.24)
O (5.85, 5.46, 2.68)
O (3.87, -6.06, -5.34)
O (1.97, 1.07, 0.44)
O (0.47, -5.05, -0.35)
O (1.43, 0.10, -7.51)
O (-3.76, 2.26, 13.14)
O (-1.50, 3.94, -7.18)
O (-1.29, 3.91, 7.58)
O (2.78, -1.13, -8.81)
O (0.06, 5.70, 7.51)
O (-1.59, 1.75, 13.37)
O (-0.73, -6.93, -0.56)
O (1.68, -1.44, -1.25)
O (6.06, 3.76, 1.23)
O (1.04, 1.44, 2.83)
O (-1.96, 5.94, -8.08)
O (-0.17, -3.07, -12.67)
O (5.88, -5.51, -6.17)
N (-4.65, -0.21, 4.53)
C (-1.03, 5.03, 7.88)
C (3.89, 4.77, 1.57)
C (1.51, -0.90, -6.48)
C (-2.16, -1.19, 6.93)
C (7.24, 5.35, 3.00)
C (-3.15, 0.03, 12.75)
C (2.12, -0.15, -8.62)
C (-2.64, 1.84, 2.17)
C (-0.05, -0.41, 0.14)
C (5.87, -6.71, -6.97)
C (-4.50, -0.72, 5.93)
C (4.81, -5.32, -5.40)
C (1.24, -5.46, -2.62)
C (-2.71, 1.44, 13.11)
C (0.54, 1.03, 0.52)
C (-5.53, -1.16, 3.87)
C (-2.98, 4.42, 12.33)
C (0.78, 4.75, -6.97)
C (-6.10, -3.41, 2.01)
C (-1.59, -5.08, 0.74)
C (-2.91, 1.42, 3.67)
C (1.91, 0.96, -9.64)
C (0.36, -0.87, -1.30)
C (5.08, -6.50, -8.25)
C (0.55, 5.00, 5.23)
C (-5.16, -5.76, 2.63)
C (-2.27, 5.00, -7.41)
C (4.97, -4.05, -4.58)
C (-0.59, -5.82, -0.15)
C (0.95, -3.78, -12.64)
C (-1.89, 5.91, 8.79)
C (-1.19, 2.43, 2.08)
C (-3.63, 4.83, -6.74)
C (-0.21, 3.96, -7.81)
C (-0.08, -1.73, -12.17)
C (8.08, 6.09, 1.98)
C (-2.71, -2.38, 7.84)
C (-6.45, -4.87, 2.49)
C (-3.36, -0.09, 3.81)
C (5.39, 4.59, 1.77)
C (1.53, -5.62, -1.14)
C (2.77, -0.72, -5.65)
C (0.98, 4.96, 6.68)
C (-3.30, -0.11, 6.72)
C (-3.47, 3.62, 13.52)
C (0.69, -5.19, -13.16)
C (-0.09, 1.28, 1.98)
C (0.46, -0.79, -13.23)
H (0.53, -1.70, -11.26)
H (1.45, -1.90, -6.91)
H (-1.10, 3.14, 1.22)
H (-1.96, 1.58, 4.23)
H (3.92, 0.79, 1.53)
H (5.47, -5.64, -8.79)
H (3.66, -0.88, -6.26)
H (2.44, -5.07, -0.88)
H (-1.09, -1.43, -11.88)
H (-4.53, -5.48, 3.50)
H (7.98, 5.64, 0.99)
H (1.29, 4.51, 4.59)
H (0.81, 4.37, -5.95)
H (-7.04, -2.83, 1.92)
H (7.37, 5.80, 3.98)
H (0.12, 2.92, -7.87)
H (-5.43, -0.42, 6.47)
H (-0.32, -1.72, -1.61)
H (-7.00, -4.86, 3.46)
H (-2.93, -3.26, 7.19)
H (-2.77, 0.99, 1.46)
H (-3.34, 2.67, 1.90)
H (0.32, -0.06, -2.05)
H (1.95, 5.44, 6.79)
H (-2.77, 3.65, 14.35)
H (-1.16, -0.28, 0.14)
H (2.08, -5.82, -3.22)
H (0.24, 1.74, -0.29)
H (-3.56, -0.43, 2.76)
H (2.82, 0.29, -5.25)
H (-0.66, 0.36, 2.25)
H (-3.66, 2.07, 4.16)
H (5.48, -7.55, -6.39)
H (-4.54, -5.70, 1.71)
H (2.97, 2.36, 2.14)
H (-4.41, 4.04, 13.88)
H (0.46, 0.24, -12.87)
H (-3.66, 0.11, 7.76)
H (0.48, 5.80, -6.91)
H (-5.68, -3.53, 0.99)
H (1.62, -2.10, -0.55)
H (-0.15, -0.85, -14.13)
H (1.06, -4.41, -2.86)
H (6.91, -6.93, -7.21)
H (-2.84, 5.46, 12.60)
H (-3.70, -2.05, 8.24)
H (2.79, -1.43, -4.83)
H (1.09, 3.94, 7.04)
H (7.75, 7.13, 1.89)
H (-5.42, -6.84, 2.78)
H (0.43, 6.03, 4.90)
H (9.13, 6.07, 2.26)
H (-2.02, 4.03, 11.97)
H (-3.68, 4.35, 11.50)
H (-2.01, -2.62, 8.67)
H (-7.11, -5.40, 1.77)
H (-2.90, 0.83, 6.30)
H (7.54, 4.30, 3.08)
H (1.48, -1.06, -13.51)
H (-0.95, 3.03, 2.99)
H (0.32, -1.13, 0.90)
H (-0.41, 4.50, 5.09)
H (3.15, 0.88, 3.43)
H (4.03, -6.30, -8.03)
H (-1.32, -0.71, 7.48)
H (0.34, -6.01, -2.91)
H (1.69, -6.66, -0.87)
H (1.78, 4.70, -7.40)
H (-4.52, -1.84, 5.94)
H (5.14, -7.38, -8.88)
H (2.35, -0.43, 2.10)
H (-0.27, 4.34, -8.82)
H (-1.79, -1.60, 5.98)
H (-2.55, -0.75, 4.18)
H (0.63, -0.77, -5.85)

Its calculated total energy is -6892.83979 hartree. As for the LUMO energy: 1.6 eV. As for the total charge: -1. The spin multiplicity is 1. The calculation puts the HOMO energy at -0.14118 Ha.


Entry 3:
DFT (ωB97M-V/def2-TZVPD) results for a cluster of 3 separate species, C4H15N2O2 in total at a distorted geometry.

Atoms and positions in Å:
O (4.48, -1.57, -0.41)
O (-1.49, -1.07, 2.61)
N (1.64, 0.46, -0.07)
N (-1.05, 1.24, 0.54)
C (-0.71, 0.06, -1.37)
C (-1.64, 0.93, -0.67)
C (0.39, -0.59, -0.41)
C (-2.89, 1.28, -1.10)
H (2.52, 0.02, -0.21)
H (-1.37, -0.78, -1.67)
H (4.49, -2.56, -0.38)
H (0.96, -1.30, -1.27)
H (5.35, -1.19, -0.11)
H (-2.37, -0.85, 2.43)
H (-0.96, 0.60, 1.22)
H (-3.67, 1.90, -0.73)
H (1.43, 0.66, 0.92)
H (-1.65, 1.78, 1.16)
H (-3.31, 1.25, -2.23)
H (-0.31, 0.49, -2.25)
H (0.08, -1.15, 0.44)
H (-1.64, -1.19, 3.57)
H (1.52, 1.37, -0.45)

Its calculated total energy is -421.05310 hartree. As for the LUMO energy: -2.9 eV. As for the total charge: +1. The spin multiplicity is 1. The calculation puts the HOMO energy at -0.44408 Ha. Its energy above the lowest of the compared OMol25 structures with the same formula, charge and spin is 3.819 eV.


Entry 4:
DFT (ωB97M-V/def2-TZVPD) results for the ion C6H11N with charge -1 at a distorted geometry.

Atoms and positions in Å:
N (-1.25, -1.51, 0.51)
C (-1.81, 1.16, -0.22)
C (-0.42, 0.69, -0.25)
C (0.93, -1.51, -0.68)
C (-0.18, -0.88, -0.19)
C (0.38, 1.24, 0.99)
C (2.14, -0.82, -1.00)
H (3.02, -1.42, -1.20)
H (1.90, 0.13, -1.48)
H (0.23, 2.31, 1.00)
H (0.90, -2.59, -0.55)
H (-0.96, -1.78, 1.44)
H (-1.97, -0.73, 0.48)
H (-2.11, 1.74, 0.65)
H (1.43, 1.00, 0.78)
H (0.13, 0.94, -1.17)
H (0.12, 0.78, 1.95)
H (-2.48, 1.25, -1.07)

Its calculated total energy is -289.83804 hartree. Its expectation value of S² is 0.7731. As for the LUMO energy (spin up / spin down): 4.3 / 4.2 eV. As for the total charge: -1. The spin multiplicity is 2. The calculation puts the HOMO energy (spin up / spin down) at -0.04239 / -0.04119 Ha. Its energy above the lowest of the compared OMol25 structures with the same formula, charge and spin is 1.570 eV.


Entry 5:
DFT (ωB97M-V/def2-TZVPD) results for a structure of composition C13H33B2F5INO14PS at a distorted geometry.

Atoms and positions in Å:
I (-3.35, -1.05, 0.60)
S (-0.69, 1.62, 0.39)
P (-1.02, 1.00, -1.42)
F (4.30, 2.70, -0.07)
F (3.06, -2.58, -1.35)
F (6.53, 2.29, 0.84)
F (2.01, -3.81, 0.52)
F (4.76, 3.45, 2.15)
O (6.96, 5.54, -0.12)
O (-4.97, 6.35, 0.72)
O (-2.96, -2.11, -3.12)
O (-5.88, 0.52, 1.28)
O (-6.78, -1.67, 0.06)
O (-2.44, 4.36, 0.35)
O (-3.74, 5.69, 3.36)
O (-1.70, -7.14, -0.14)
O (-2.25, -9.62, 1.87)
O (2.09, 5.39, 2.35)
O (-0.33, -1.86, 0.52)
O (6.43, -1.51, -1.18)
O (-1.62, -3.33, -0.68)
O (0.33, -1.59, -1.81)
N (-3.81, -4.55, 0.50)
C (4.44, 0.48, 3.33)
C (-0.11, 0.27, -4.73)
C (2.99, -1.51, 1.05)
C (-1.66, -0.17, -4.41)
C (3.71, -0.96, 3.75)
C (5.09, 2.35, 1.17)
C (4.45, 0.94, 1.73)
C (-0.99, -0.90, -1.64)
C (-2.92, -3.74, -0.03)
C (-1.53, -1.86, -0.39)
C (3.73, -0.07, 0.66)
C (2.23, -2.47, -0.09)
C (2.99, -1.97, 2.65)
B (-1.87, -1.08, -3.06)
B (0.79, -1.69, -0.41)
H (-4.61, 7.24, 0.88)
H (-4.42, 5.79, 2.67)
H (-6.12, 1.41, 1.58)
H (-1.96, -10.50, 1.56)
H (6.33, -1.36, -2.14)
H (0.06, 0.19, -5.89)
H (3.69, 0.23, -0.49)
H (-2.08, 5.25, 0.51)
H (-0.97, -6.85, 0.43)
H (-6.84, -2.09, -0.81)
H (-0.04, 1.43, -4.47)
H (-4.18, 5.79, 0.67)
H (7.70, 5.13, -0.60)
H (-2.25, -6.35, -0.23)
H (-3.80, -1.53, -3.23)
H (5.57, -1.86, -0.91)
H (1.12, -0.56, -0.19)
H (4.90, 1.15, 4.17)
H (-2.43, 0.72, -4.36)
H (-3.38, 4.81, 3.20)
H (6.62, 4.81, 0.43)
H (-1.66, 3.80, 0.30)
H (2.88, 4.83, 2.29)
H (-0.01, 1.63, -2.28)
H (3.66, -1.29, 4.89)
H (-6.26, -2.30, 0.59)
H (-2.01, -0.85, -5.33)
H (0.70, -0.27, -4.08)
H (-6.71, 0.16, 0.92)
H (2.45, 6.28, 2.50)
H (-2.32, 1.52, -1.83)
H (2.49, -3.00, 3.01)
H (-2.35, -9.11, 1.05)

Its calculated total energy is -3209.14758 hartree. As for the LUMO energy: 1.7 eV. As for the total charge: -1. The spin multiplicity is 1. The calculation puts the HOMO energy at -0.20144 Ha.


Entry 6:
DFT (ωB97M-V/def2-TZVPD) results for a structure of composition C3H3LiNaO4 at a distorted geometry.

Atoms and positions in Å:
Na (-1.46, 4.29, -0.99)
O (-1.39, 1.51, -0.52)
O (-0.87, -0.74, -0.55)
O (0.46, -0.01, 1.70)
O (0.23, 1.01, -1.94)
C (-0.67, 0.68, -1.16)
C (1.03, -0.99, 0.95)
C (0.14, -1.52, -0.13)
Li (-1.10, 0.78, 1.32)
H (1.99, -0.66, 0.46)
H (0.31, -2.45, -0.69)
H (1.34, -1.89, 1.54)

Its calculated total energy is -586.86734 hartree. Its expectation value of S² is 0.7555. As for the LUMO energy (spin up / spin down): -2.3 / -2.4 eV. The spin multiplicity is 2. The calculation puts the HOMO energy (spin up / spin down) at -0.19563 / -0.24861 Ha. Its energy above the lowest of the compared OMol25 structures with the same formula, charge and spin is 2.160 eV.


spin multiplicity of number 2 (C48H75F24NO19PS2)?
1


Which value of spin multiplicity does entry 6 give?
2


The highest spin multiplicity belongs to which entry?
C28H57BClN3O6P